(1)
125
Properties=species:S:1:pos:R:3:lowdin_charge:R:1 method="wB97M-V/def2-TZVPD" total_charge=+1 mol_weight_g_mol=1217.0 multiplicity=1 homo_energy_ev=-10.23 e_tot_ev=-166323.21836
C 2.29499 -1.03124 7.42857 -0.664
F 2.37256 0.11179 8.07997 0.161
F 1.97777 -0.78042 6.15447 0.108
F 3.48626 -1.62417 7.48909 0.136
S 1.01707 -2.15699 8.25426 0.620
O 1.71299 -3.38556 8.50845 -0.290
O 0.59881 -1.42692 9.38966 -0.237
N -0.06410 -2.47210 7.03856 -0.328
S -1.31397 -1.51857 7.29719 0.575
O -2.08861 -1.89330 8.43950 -0.257
O -1.02115 -0.11433 7.19193 -0.279
C -2.33194 -1.85898 5.77922 -0.656
F -1.84641 -1.15134 4.77649 0.137
F -2.24510 -3.18829 5.47338 0.084
F -3.61492 -1.63245 5.95384 0.178
C 2.07286 1.48127 -1.87192 -0.668
F 1.36426 2.51877 -1.37260 0.090
F 1.29357 0.69292 -2.57164 0.148
F 3.02675 1.93596 -2.66155 0.154
S 2.92291 0.56891 -0.46898 0.613
O 3.14116 -0.73625 -0.98743 -0.237
O 4.06854 1.35745 -0.13111 -0.275
N 1.79710 0.63203 0.74045 -0.333
S 0.87482 -0.68084 0.69042 0.589
O 0.09263 -0.82307 -0.50333 -0.273
O 1.50279 -1.88388 1.14488 -0.255
C -0.25065 -0.29563 2.11099 -0.650
F 0.37318 -0.03033 3.24346 0.159
F -1.07152 0.74096 1.77923 0.099
F -1.06050 -1.34847 2.17750 0.109
C 1.34909 -3.55965 4.25720 0.040
C 0.42779 -4.73093 4.42718 -0.425
O 0.20603 -5.55566 3.61501 0.183
N -0.10948 -4.95479 5.81270 0.064
H -0.11755 -3.99923 6.27373 0.072
H -1.01155 -5.42393 5.85041 0.176
C 0.88977 -5.78911 6.58518 0.022
H 1.92486 -3.41677 5.17651 0.082
H 0.70915 -2.70958 4.03279 0.085
H 2.12018 -3.83080 3.54363 0.108
H 0.62502 -5.57332 7.61718 0.097
H 1.93269 -5.54730 6.40771 0.106
H 0.75755 -6.83167 6.31088 0.105
C 4.12365 0.87286 3.09450 0.034
C 3.33155 2.02643 3.56649 -0.383
O 3.45471 2.60819 4.58897 0.189
N 2.36429 2.64833 2.54210 0.068
H 2.80006 3.36973 1.96457 0.177
H 2.10534 1.90060 1.82330 0.076
C 1.14577 3.20458 3.18345 -0.002
H 4.82355 1.21404 2.32303 0.105
H 3.52066 0.19696 2.47639 0.072
H 4.54646 0.26354 3.88201 0.108
H 1.34143 4.18789 3.59593 0.104
H 0.65361 2.53065 3.87334 0.104
H 0.45723 3.37706 2.35095 0.096
C 0.41028 -1.60159 -4.01351 0.015
C -0.24900 -2.88391 -4.38617 -0.418
O 0.28462 -3.82387 -4.84705 0.178
N -1.73937 -2.77884 -4.44995 0.020
H -2.12514 -2.96743 -3.43486 0.047
H -2.13707 -1.89640 -4.76393 0.146
C -2.29353 -3.76034 -5.46442 0.015
H 0.21441 -1.46822 -2.94257 0.070
H 0.14519 -0.70071 -4.56211 0.077
H 1.48674 -1.73647 -4.09435 0.104
H -1.94875 -3.41965 -6.43945 0.097
H -3.36781 -3.70621 -5.34317 0.099
H -1.78575 -4.70126 -5.29511 0.097
C 0.03505 6.22986 -2.62901 0.031
C 1.44397 6.64019 -2.48213 -0.418
O 1.87640 7.68090 -2.10713 0.176
N 2.45852 5.64398 -2.95402 0.070
H 2.06014 4.82024 -3.50866 0.088
H 3.11198 6.14652 -3.55804 0.185
C 3.25733 5.07514 -1.80686 0.021
H -0.30098 6.26833 -3.66552 0.099
H -0.61794 6.83877 -2.01123 0.104
H -0.05891 5.17749 -2.34633 0.074
H 3.82322 4.28811 -2.29450 0.103
H 2.51411 4.73181 -1.09297 0.083
H 3.87546 5.82006 -1.31788 0.102
C -1.85416 2.29095 -1.16510 0.047
C -2.20099 1.34248 -2.26104 -0.418
O -1.58151 0.39930 -2.56983 0.176
N -3.42679 1.65379 -3.09990 0.113
H -3.38396 2.62807 -3.41579 0.176
H -3.36137 1.06453 -3.93265 0.177
C -4.76351 1.30635 -2.43025 0.058
H -2.48009 2.31873 -0.27203 0.107
H -1.62839 3.24058 -1.65748 0.091
H -0.94601 1.89264 -0.70983 0.074
H -4.93460 0.28349 -2.74482 0.095
H -5.53898 1.95330 -2.82682 0.105
H -4.64794 1.45581 -1.36383 0.101
C -2.30367 -3.07048 -1.09823 -0.471
O -2.58343 -3.95639 -0.04967 -0.042
O -2.02660 -3.64775 -2.24284 -0.098
C -3.44791 -2.01789 -1.24862 -0.495
F -3.20441 -0.78941 -0.72448 0.106
F -3.53899 -1.82522 -2.60211 0.065
F -4.65598 -2.39021 -0.82918 0.170
C -2.57876 -3.37420 1.24126 -0.278
C -3.55353 -4.12885 2.10114 -0.054
H -3.64719 -3.71677 3.10651 0.064
H -4.54526 -4.25241 1.65708 0.081
H -3.25323 -5.18074 2.15925 0.083
H -2.71335 -2.28611 1.26461 0.102
H -1.55657 -3.51756 1.62636 0.116
H -1.42750 -2.43147 -0.82576 0.134
C 0.93958 3.11912 -5.39377 -0.518
O 1.51240 2.79185 -6.63734 -0.067
O 1.86303 3.70787 -4.65213 -0.163
C -0.39939 3.84825 -5.53541 -0.527
F -0.34607 5.06522 -6.09897 0.150
F -1.28671 3.15060 -6.27363 0.118
F -0.94363 4.04676 -4.29212 0.068
C 1.01073 1.65937 -7.35708 -0.257
C 1.79469 1.59000 -8.64751 -0.071
H 1.88952 2.55611 -9.13240 0.082
H 2.80999 1.21155 -8.49168 0.079
H 1.36202 0.80232 -9.27162 0.078
H -0.02679 1.91576 -7.57863 0.103
H 1.10745 0.72414 -6.79395 0.114
H 0.67067 2.16498 -4.86679 0.139

(2)
83
Properties=species:S:1:pos:R:3:lowdin_charge:R:1 method="wB97M-V/def2-TZVPD" total_charge=+1 mol_weight_g_mol=536.5 multiplicity=1 homo_energy_ev="-9.07 / -8.98" e_tot_ev=-107663.42791
Ga -0.04524 -1.61775 -4.23447 0.913
C -0.10786 0.76472 2.03981 -0.194
C 0.75680 1.66308 1.35007 -0.187
C -1.28190 1.71868 0.30042 -0.178
C -1.38317 0.79437 1.40219 -0.205
C 0.05262 2.22495 0.26574 -0.232
C 0.23067 -0.00271 3.25840 -0.036
H 1.19424 -0.52354 3.10898 0.056
H -0.53939 -0.75063 3.46676 0.072
H 0.32512 0.65825 4.13812 0.098
C -2.61587 0.14162 1.84088 -0.047
H -2.41720 -0.48015 2.73000 0.076
H -3.06400 -0.50753 1.06764 0.065
H -3.37822 0.88974 2.12321 0.097
C -2.40695 2.16730 -0.51356 -0.023
H -3.09869 2.79945 0.07772 0.112
H -2.99866 1.33018 -0.92361 0.050
H -2.04799 2.78177 -1.35563 0.078
C 0.55473 3.23096 -0.67746 -0.057
H 0.40855 4.24499 -0.29191 0.091
H 0.03943 3.15558 -1.62970 0.064
H 1.62509 3.08999 -0.84423 0.068
C 2.14317 1.99836 1.72569 -0.022
H 2.30587 3.08900 1.73263 0.100
H 2.86475 1.57276 1.00635 0.058
H 2.38877 1.60828 2.72483 0.082
C 2.01369 -2.72347 0.71178 -0.090
C 2.63735 -2.23737 1.79849 -0.116
C 3.84818 -1.35759 1.91970 -0.171
C 4.75331 -1.27826 0.66045 -0.191
C 4.36718 -0.17437 -0.26555 -0.117
C 3.14801 0.08526 -0.78075 -0.142
C 1.99108 -0.83472 -0.97380 -0.187
C 2.27385 -2.32641 -0.71086 -0.279
H 4.46453 -1.70984 2.76723 0.120
H 4.86268 -2.29047 0.21315 0.109
H 3.57889 -0.32674 2.21572 0.097
H 3.30244 -2.58469 -1.03513 0.000
H 1.23858 -3.49335 0.81048 0.106
H 2.28062 -2.58450 2.76624 0.100
H 1.59633 -2.91025 -1.35103 0.074
H 1.15531 -0.55104 -0.31506 0.112
H 3.02095 0.98789 -1.39599 0.103
H 1.59256 -0.74536 -2.01103 0.044
H 5.77412 -0.98467 0.98349 0.115
H 5.13069 0.60864 -0.42072 0.115
P 3.87841 -3.30704 -3.08514 0.846
C 4.06752 -5.14022 -3.22789 -0.278
C 5.72361 -3.00872 -2.86073 -0.270
P 2.72064 -1.19188 -4.84392 0.732
C 3.65794 -2.84072 -4.81063 -0.581
C 4.25256 -0.18659 -4.40683 -0.253
C 2.90005 -0.91990 -6.66105 -0.291
H 3.28551 -5.54651 -3.88670 0.037
H 3.94427 -5.58341 -2.22673 0.043
H 5.06778 -5.41136 -3.61285 0.046
H 6.33021 -3.45702 -3.67481 0.051
H 6.03402 -3.47272 -1.90644 0.046
H 5.94770 -1.93186 -2.79045 0.024
H 3.78069 -1.46873 -7.02412 0.054
H 3.02414 0.15832 -6.85278 0.050
H 1.99587 -1.29231 -7.16034 0.035
H 3.01655 -3.55123 -5.34917 0.051
H 4.62063 -2.72613 -5.33619 0.058
H 4.17970 0.77930 -4.93960 0.048
H 5.17801 -0.68823 -4.74474 0.054
H 4.31745 -0.00183 -3.31945 0.020
C -2.44272 -2.41952 -1.57055 -0.196
Si -3.43771 -1.68213 -2.95276 0.465
C -4.77454 -2.92441 -3.50337 -0.188
C -4.57578 -0.35093 -2.20781 -0.177
C -2.07680 -1.15247 -4.21459 -0.399
H -3.07856 -3.13828 -1.03634 0.048
H -2.08361 -1.64889 -0.87440 0.028
H -1.57504 -2.94199 -1.98828 0.003
H -5.57584 -2.92425 -2.75253 0.034
H -5.23664 -2.67430 -4.47704 0.038
H -4.36313 -3.94830 -3.57129 0.034
H -4.37734 -0.18459 -1.13396 0.018
H -4.52685 0.62460 -2.71299 0.034
H -5.61732 -0.70869 -2.28218 0.034
H -2.47903 -1.32793 -5.23352 0.005
H -2.12764 -0.05409 -4.05280 -0.001

(3)
110
Properties=species:S:1:pos:R:3:lowdin_charge:R:1 method="wB97M-V/def2-TZVPD" mol_weight_g_mol=1027.6 multiplicity=1 homo_energy_ev=-8.56 e_tot_ev=-257456.21003
C 1.97554 9.31095 3.91300 0.000
C 3.36294 8.83916 4.53832 -0.377
C 3.12839 7.53124 5.34492 -0.154
C 4.31140 6.65510 5.46247 -0.180
C 4.95694 6.39908 4.11646 -0.129
C 5.41138 7.59116 3.31285 -0.494
N 4.36261 8.64474 3.32947 0.178
O 4.53788 9.83553 2.47189 0.131
C 5.64542 7.10671 1.84324 0.012
C 6.61278 8.17928 4.00024 0.010
C 4.02384 9.82772 5.53059 0.019
H 1.97339 10.31941 3.49935 0.085
H 1.20317 9.31625 4.68210 0.096
H 1.56274 8.66697 3.13648 0.094
H 2.37877 6.91645 4.84672 0.134
H 2.57622 7.78609 6.24950 0.142
H 3.86837 5.70385 5.75732 0.133
H 4.98666 6.88978 6.28530 0.123
H 4.32476 5.74798 3.51272 0.142
H 5.91080 5.87717 4.19306 0.141
H 6.04855 7.79234 1.09792 0.095
H 4.68249 6.77391 1.45581 0.099
H 6.27606 6.21933 1.78888 0.105
H 7.46878 7.52809 3.82327 0.116
H 6.52820 8.16838 5.08690 0.093
H 6.81542 9.13078 3.50864 0.106
H 3.35022 9.89538 6.38485 0.113
H 4.54389 10.66279 5.06122 0.104
H 4.78124 9.16582 5.95052 0.066
O -5.04280 -0.83563 2.29675 0.108
C -4.51468 0.05830 1.62865 -0.356
O -3.25340 0.42110 1.65417 0.250
B -2.91487 1.30700 0.58249 -0.893
O -4.18448 1.45510 -0.18804 0.218
C -5.16757 0.76502 0.41676 -0.344
O -6.36263 0.71633 0.14109 0.117
O -1.80415 0.74134 -0.13254 0.280
C -0.88867 1.60891 -0.28274 -0.371
O 0.05098 1.63647 -1.13262 0.073
C -1.29130 2.85710 0.50145 -0.446
O -2.43460 2.65518 0.99383 0.269
O -0.61104 3.87126 0.42269 0.097
Br -0.71938 -6.33214 6.19561 0.558
C 0.45183 -4.70865 6.09815 -0.663
C -0.26536 -3.48803 6.62834 -0.696
Br 0.82231 -1.86732 6.38931 0.590
H 0.91801 -4.66064 5.11404 0.059
H 1.16985 -4.89773 6.89616 0.043
H -0.49216 -3.54558 7.69293 0.058
H -1.15209 -3.32113 6.01683 0.051
O -12.23909 -7.21656 -2.01780 -0.277
S -11.22044 -7.58180 -1.05859 0.717
O -11.56110 -8.20949 0.23014 -0.315
O -10.00567 -8.50133 -1.83117 -0.276
C -8.94239 -9.05076 -1.14211 -0.352
C -9.29666 -10.42919 -0.64153 -0.073
C -10.05197 -6.20735 -0.66107 -0.085
H -8.60661 -8.39411 -0.33952 0.107
H -7.99806 -9.23300 -1.65509 0.123
H -8.36012 -10.76301 -0.19479 0.081
H -9.55765 -11.10303 -1.45757 0.084
H -10.15420 -10.31149 0.02095 0.068
H -9.76161 -6.61521 0.30715 0.054
H -10.75619 -5.37540 -0.66765 0.071
H -9.20305 -6.28741 -1.34005 0.074
O 8.73832 -0.34367 3.00705 -0.283
S 9.09780 -1.02562 1.79287 0.693
O 8.89102 -2.48926 1.62000 -0.326
O 8.44561 -0.24589 0.48628 -0.287
C 8.24356 -0.87667 -0.73014 -0.253
C 7.02541 -1.88617 -0.55957 -0.073
C 10.93340 -0.76624 1.42927 -0.090
H 9.13736 -1.35945 -1.12529 0.119
H 7.73893 -0.08501 -1.28397 0.123
H 6.11362 -1.40329 -0.20805 0.077
H 7.19740 -2.70253 0.14191 0.050
H 6.64767 -2.41688 -1.43350 0.070
H 11.38871 -1.17102 2.33312 0.060
H 11.15987 0.27918 1.21973 0.064
H 11.15942 -1.44002 0.60281 0.056
O -2.66664 1.58913 -10.06706 -0.304
S -3.75471 2.25151 -9.35254 0.674
O -3.76455 3.68565 -9.13511 -0.308
O -5.21843 1.66559 -9.82813 -0.312
C -6.28600 2.72109 -9.81619 -0.227
C -7.65128 2.05067 -9.97178 -0.060
C -3.84255 1.35567 -7.60592 -0.077
H -6.00837 3.34792 -10.66359 0.116
H -6.14032 3.15057 -8.82502 0.106
H -8.54923 2.52036 -9.57030 0.079
H -7.48242 1.09625 -9.47311 0.080
H -7.82491 1.90639 -11.03814 0.075
H -4.22033 0.33534 -7.67146 0.056
H -4.45659 1.88677 -6.87862 0.051
H -2.83731 1.45446 -7.19623 0.051
O 0.33993 -5.23743 -3.18750 -0.285
S -0.69865 -6.15836 -2.87955 0.684
O -1.90927 -6.38934 -3.68792 -0.315
O 0.04524 -7.67964 -2.77168 -0.283
C 1.33415 -7.69204 -2.18822 -0.288
C 2.27630 -8.15679 -3.35746 -0.061
C -1.33670 -5.86651 -1.07987 -0.059
H 1.26337 -8.50140 -1.46158 0.110
H 1.73596 -6.86490 -1.60301 0.113
H 3.24587 -7.65878 -3.35335 0.064
H 1.98241 -7.88666 -4.37173 0.076
H 2.44565 -9.23166 -3.29360 0.068
H -1.97427 -6.72524 -0.86966 0.064
H -1.76460 -4.87827 -1.24839 0.062
H -0.40726 -5.79650 -0.51477 0.050

(4)
98
Properties=species:S:1:pos:R:3:lowdin_charge:R:1 method="wB97M-V/def2-TZVPD" total_charge=+1 mol_weight_g_mol=700.7 multiplicity=1 homo_energy_ev=-9.92 e_tot_ev=-91849.64711
C -2.61392 3.14975 2.60744 0.025
C -1.55778 2.05253 2.46417 -0.523
O -0.40749 2.35936 2.69033 0.093
O -1.97519 0.82903 2.06580 0.003
C -1.12913 -0.23037 2.51514 -0.179
C -0.27987 -0.81015 1.36889 -0.149
C -0.14326 -2.36562 1.42749 -0.172
C 1.25232 -2.70091 2.00104 -0.153
C 1.33054 -4.02768 2.81524 -0.134
C 0.24004 -4.17006 3.83075 -0.129
C -0.92895 -4.84732 3.72915 -0.115
C -1.57260 -5.65736 2.62117 -0.573
Cl -0.50039 -6.01349 1.25173 0.787
C -2.18272 -7.01530 3.16740 -0.730
C -1.53409 -8.28949 2.60944 -0.184
Cl -3.93306 -7.14233 2.80471 0.693
N -1.53237 -4.57998 4.99464 -0.027
S -3.02813 -4.99939 5.67902 0.639
O -3.17259 -4.12883 6.77681 -0.193
O -4.04935 -4.93274 4.72593 -0.195
F -2.82815 -6.40992 6.25965 -0.070
C -0.74649 -3.81329 5.73802 -0.033
N 0.34662 -3.53674 5.07443 0.049
C 1.45747 -2.68508 5.51601 -0.065
C 2.24518 -3.41485 6.62597 -0.197
O 2.61936 -4.68963 6.12485 -0.031
H -3.61446 2.82463 2.31086 0.086
H -2.35896 4.00236 1.97524 0.072
H -2.65523 3.53462 3.62759 0.092
H -1.80653 -1.03001 2.85173 0.117
H -0.54330 0.03997 3.39784 0.123
H -0.71419 -0.49647 0.41670 0.119
H 0.71503 -0.35327 1.41883 0.114
H -0.97588 -2.74407 2.02480 0.089
H -0.19152 -2.68130 0.38316 0.113
H 2.03108 -2.67837 1.23813 0.130
H 1.49353 -1.89989 2.71474 0.097
H 2.26735 -3.96578 3.38441 0.114
H 1.45470 -4.88171 2.16179 0.069
H -2.41764 -5.09615 2.21223 0.099
H -2.06736 -7.09773 4.25004 0.069
H -1.79052 -8.47868 1.56924 0.070
H -1.97227 -9.11563 3.18230 0.084
H -0.46107 -8.33753 2.80732 0.078
H -0.90924 -3.42249 6.73163 0.179
H 1.01947 -1.74121 5.85780 0.147
H 2.11144 -2.41173 4.69270 0.120
H 1.59503 -3.50286 7.50336 0.125
H 3.12613 -2.80933 6.85174 0.134
H 2.19258 -5.34030 6.69005 0.098
C -1.20598 3.59213 -0.55137 -0.121
O -0.69144 3.87239 -1.83660 -0.188
C -1.35619 3.17612 -2.88660 -0.212
C -2.13861 4.13820 -3.75777 -0.211
N -3.29635 4.66904 -3.04745 -0.052
C -3.95873 5.77907 -3.73159 -0.197
C -3.17093 7.07505 -3.91291 -0.226
O -2.88573 7.75380 -2.70263 -0.175
C -1.71358 7.32682 -2.03279 -0.100
H -0.54905 4.05442 0.18486 0.095
H -2.21222 4.00763 -0.42816 0.078
H -1.22884 2.51230 -0.36740 0.083
H -1.99558 2.37394 -2.50564 0.124
H -0.57490 2.71176 -3.49751 0.105
H -2.47874 3.61427 -4.65578 0.125
H -1.45283 4.93823 -4.06524 0.107
H -3.00124 4.99055 -2.13509 0.066
H -4.85318 6.01575 -3.15016 0.119
H -4.30306 5.43266 -4.71091 0.118
H -3.80334 7.75542 -4.48922 0.122
H -2.25884 6.93556 -4.50481 0.111
H -0.94217 6.98447 -2.72682 0.089
H -1.94179 6.54214 -1.30588 0.069
H -1.32068 8.17892 -1.47669 0.089
C 5.20122 0.89475 -6.92236 -0.113
O 4.39094 2.00011 -6.56488 -0.194
C 3.00547 1.80416 -6.82365 -0.215
C 2.22552 1.70505 -5.52732 -0.215
N 2.52101 0.46019 -4.82470 -0.048
C 1.99492 0.40943 -3.46411 -0.205
C 2.55304 1.40249 -2.44550 -0.229
O 3.91441 1.19134 -2.11686 -0.181
C 4.84779 1.80954 -2.98859 -0.094
H 6.24129 1.19982 -6.81890 0.089
H 5.02423 0.03927 -6.26181 0.077
H 5.02642 0.59833 -7.96025 0.089
H 2.83051 0.93354 -7.46184 0.123
H 2.65868 2.68726 -7.36803 0.122
H 1.15450 1.74469 -5.74871 0.120
H 2.48371 2.58179 -4.91933 0.107
H 3.52423 0.33786 -4.78244 0.068
H 2.19765 -0.59770 -3.08788 0.115
H 0.90543 0.51731 -3.50488 0.107
H 1.99923 1.25037 -1.51344 0.114
H 2.37744 2.44522 -2.73266 0.111
H 4.46599 2.74347 -3.40657 0.091
H 5.14233 1.12980 -3.79170 0.072
H 5.74389 2.03405 -2.40890 0.089